1.
One molecule with the formula C4H6N2O2 in a non-equilibrium geometry. Source: the Open Molecules 2025 dataset; level of theory: wB97M-V/def2-TZVPD.

Properties
Orbital gap = 9.52 eV
HOMO = -9.66 eV
LUMO = -0.14 eV
Energy above the lowest of the compared OMol25 structures with the same formula, charge and spin = 4.855 eV
DFT total energy = -11316.1867 eV
SMILES = C=N/N=C(\C)C(=O)O

Structure (ORCA input):
```
! wB97M-V def2-TZVPD RIJCOSX def2/J DEFGRID3
* xyz 0 1
C -2.546 -1.550 0.376
N -1.440 -1.573 -0.253
N -0.752 -0.361 -0.449
C 0.373 -0.152 0.179
C 1.171 -0.906 1.075
C 0.757 1.051 -0.473
O 0.407 1.832 -1.377
O 1.635 1.563 0.447
H -3.153 -2.560 0.275
H -2.799 -0.573 0.526
H 2.168 -0.733 1.355
H 0.707 -0.497 2.142
H 1.232 -2.082 1.050
H 2.321 2.155 0.069
*
```

2.
C17H15ClN2O3 as an isolated structure in a non-equilibrium geometry. Source: the Open Molecules 2025 dataset; level of theory: wB97M-V/def2-TZVPD.

Properties
Orbital gap = 7.52 eV
HOMO = -8.01 eV
LUMO = -0.48 eV
Energy above the lowest of the compared OMol25 structures with the same formula, charge and spin = 13.019 eV
DFT total energy = -39506.0985 eV

Structure (ORCA input):
```
! wB97M-V def2-TZVPD RIJCOSX def2/J DEFGRID3
* xyz 0 1
C 8.475 1.238 0.080
H 8.740 0.609 -0.896
O 7.311 1.934 -0.050
C 6.106 1.020 -0.051
C 6.093 -0.519 -0.167
C 4.826 -1.135 0.036
C 3.570 -0.506 0.139
C 3.621 1.038 -0.162
C 4.769 1.747 -0.133
H 4.869 2.754 -0.056
H 2.632 1.725 -0.030
C 2.312 -1.017 -0.126
N 2.340 -2.601 -0.124
O 1.001 -2.592 0.028
C 0.351 -1.503 -0.150
N 1.117 -0.530 0.094
C -1.091 -1.627 0.029
O -1.594 -0.187 0.073
C -2.794 0.225 -0.076
C -3.287 1.513 0.114
C -4.634 1.822 -0.097
C -5.685 0.941 0.139
C -5.244 -0.390 0.031
C -3.955 -0.803 0.151
H -3.645 -1.732 -0.270
C -6.220 -1.531 -0.047
H -6.916 -1.632 -0.926
H -6.913 -1.281 0.800
H -5.949 -2.587 0.083
Cl -7.197 1.285 0.050
H -4.859 2.978 -0.050
H -2.507 2.182 -0.121
H -1.450 -1.953 -0.903
H -1.504 -2.144 0.839
H 4.852 -2.192 -0.003
H 7.042 -0.682 0.032
H 9.166 2.065 -0.175
H 8.566 0.652 1.161
*
```

3.
A 2-piece molecular cluster, C4H5ClN2S overall in a non-equilibrium geometry. Source: the Open Molecules 2025 dataset; level of theory: wB97M-V/def2-TZVPD.

Properties
Orbital gap = 9.39 eV
HOMO = -8.84 eV
LUMO = 0.55 eV
Energy above the lowest of the compared OMol25 structures with the same formula, charge and spin = 3.600 eV
DFT total energy = -30563.2970 eV

Structure (ORCA input):
```
! wB97M-V def2-TZVPD RIJCOSX def2/J DEFGRID3
* xyz 0 1
C 1.339 0.049 -0.259
C 3.352 0.680 0.017
C -0.806 0.293 0.185
C -0.645 -1.268 0.026
N 0.493 0.995 -0.173
N 3.285 1.873 0.232
S 1.085 -1.572 0.035
Cl 4.430 -0.709 -0.001
H -1.599 0.551 -0.542
H -1.078 0.613 1.165
H -1.143 -1.717 1.002
H -1.159 -1.586 -0.886
H 4.066 2.418 0.351
*
```

4.
C22H32N4NbO8S2 as an isolated structure in a non-equilibrium geometry. Source: the Open Molecules 2025 dataset; level of theory: wB97M-V/def2-TZVPD.

Properties
Orbital gap = 7.21 eV
HOMO = -10.91 eV
LUMO = -3.70 eV
Energy above the lowest of the compared OMol25 structures with the same formula, charge and spin = 0.054 eV
DFT total energy = -68892.1456 eV

Structure (ORCA input):
```
! wB97M-V def2-TZVPD RIJCOSX def2/J DEFGRID3
* xyz 1 1
Nb -1.107 -1.794 0.120
N 1.122 3.536 3.502
C 2.037 4.198 2.560
C 3.245 3.280 2.129
C 2.909 2.208 1.058
N 2.211 1.011 1.579
C 2.168 2.849 -0.113
C 0.940 3.696 0.316
N -0.035 2.726 0.929
C 1.272 4.775 1.378
H 1.239 2.552 3.713
H -0.515 3.112 1.721
H 0.875 4.057 4.318
H 2.450 5.111 3.068
H 3.695 2.807 3.026
H 4.066 3.916 1.755
H 3.882 1.827 0.715
H 2.787 0.547 2.278
H 2.056 0.354 0.791
H 1.829 2.066 -0.796
H 2.857 3.539 -0.627
H 0.496 4.108 -0.534
H 0.430 1.884 1.255
H -0.819 2.451 0.243
H 0.411 5.308 1.783
H 1.822 5.566 0.808
O -2.005 2.292 -0.819
S -1.660 1.085 -1.559
O -0.684 1.123 -2.627
O -1.089 0.101 -0.540
C -3.287 0.727 -2.146
C -3.896 1.924 -2.608
C -5.112 1.914 -3.243
C -5.731 0.681 -3.495
C -5.151 -0.490 -3.070
C -3.921 -0.474 -2.313
S -3.487 -1.964 -1.411
O -4.473 -2.883 -1.830
O -3.479 -1.652 0.057
O -2.023 -2.387 -1.685
H -3.311 2.840 -2.560
H -5.563 2.889 -3.476
H -6.654 0.601 -4.096
H -5.569 -1.400 -3.377
C -1.760 -1.753 4.203
C -1.355 -1.857 2.727
O -0.760 -0.864 2.159
O -1.493 -2.905 2.058
H -1.955 -0.713 4.468
H -0.947 -2.110 4.837
H -2.669 -2.295 4.367
C 1.251 -2.250 -3.183
C 1.975 -3.016 -2.135
C 3.067 -3.807 -2.510
C 3.620 -4.700 -1.651
C 3.005 -4.994 -0.424
C 1.907 -4.240 -0.036
C 1.193 -4.609 1.223
C 1.443 -3.212 -0.883
N 0.444 -2.448 -0.425
H 0.971 -1.240 -2.777
H 0.368 -2.758 -3.591
H 1.945 -2.101 -4.047
H 3.443 -3.671 -3.533
H 4.582 -5.135 -1.942
H 3.414 -5.667 0.328
H 1.485 -5.636 1.467
H 0.099 -4.657 1.090
H 1.499 -3.974 2.038
*
```

5.
C12H17BN6O2Ti as an isolated structure in a non-equilibrium geometry. Source: the Open Molecules 2025 dataset; level of theory: wB97M-V/def2-TZVPD.

Properties
Orbital gap (alpha / beta) = 3.61 / 2.54 eV
HOMO (alpha / beta) = -13.94 / -13.55 eV
LUMO (alpha / beta) = -10.32 / -11.01 eV
Energy above the lowest of the compared OMol25 structures with the same formula, charge and spin = 1.424 eV
DFT total energy = -49530.4486 eV

Structure (ORCA input):
```
! wB97M-V def2-TZVPD RIJCOSX def2/J DEFGRID3
* xyz 2 1
H 2.124 3.585 0.604
N 1.216 1.879 -0.311
B 0.055 0.258 -1.969
N 0.465 1.682 -1.449
C 0.374 2.863 -2.107
Ti 2.248 0.779 0.896
H -0.144 2.948 -3.052
C 1.033 3.844 -1.361
H 1.125 4.886 -1.612
C 1.553 3.213 -0.236
H 0.274 0.346 -3.178
C -2.387 -2.548 2.967
H -1.739 -3.284 3.452
H -1.803 -1.651 2.742
H -2.755 -2.965 2.025
N -1.516 -0.174 -1.884
N 1.125 -0.786 -1.493
N -2.267 -0.574 -0.780
N 1.891 -0.707 -0.347
C -2.316 -0.218 -2.993
C 1.610 -1.787 -2.266
H -1.934 0.033 -3.976
H 1.182 -1.992 -3.244
C -3.595 -0.629 -2.617
C 2.664 -2.407 -1.589
C -3.519 -0.836 -1.218
C 2.808 -1.731 -0.377
H -4.451 -0.763 -3.252
H 3.248 -3.246 -1.940
H -4.350 -1.162 -0.591
H 3.474 -1.891 0.462
H -3.186 -2.314 3.590
C 0.797 0.801 4.493
C 1.431 0.699 3.137
O 2.625 1.096 2.874
O 0.744 0.247 2.156
H 1.545 0.916 5.283
H 0.199 -0.100 4.675
H 0.152 1.688 4.489
*
```

6.
One molecule with the formula C8H14. Source: the Open Molecules 2025 dataset; level of theory: wB97M-V/def2-TZVPD.

Properties
Orbital gap = 10.13 eV
HOMO = -9.00 eV
LUMO = 1.13 eV
Energy above the lowest of the compared OMol25 structures with the same formula, charge and spin = 1.174 eV
DFT total energy = -8521.9057 eV
SMILES = C=C/C(=C/C)CCC

Structure (ORCA input):
```
! wB97M-V def2-TZVPD RIJCOSX def2/J DEFGRID3
* xyz 0 1
C 1.539 -1.267 -2.590
C 1.084 -1.340 -1.344
C 0.001 -0.481 -0.797
C -1.270 -0.700 -1.106
C -2.439 0.093 -0.571
C 0.451 0.593 0.161
C 0.328 0.211 1.655
C 0.726 1.376 2.557
H 1.100 -0.554 -3.272
H 2.312 -1.866 -3.044
H 1.540 -2.052 -0.659
H -1.518 -1.487 -1.807
H -3.300 -0.021 -1.214
H -2.172 1.145 -0.449
H -2.704 -0.258 0.424
H 1.487 0.874 -0.016
H -0.093 1.523 0.017
H -0.669 -0.167 1.843
H 1.041 -0.604 1.835
H 0.006 2.187 2.540
H 0.849 1.045 3.590
H 1.702 1.748 2.246
*
```

7.
C24H61F6NO13Si2 as an isolated structure in a non-equilibrium geometry. Source: the Open Molecules 2025 dataset; level of theory: wB97M-V/def2-TZVPD.

Properties
Orbital gap = 8.50 eV
HOMO = -8.79 eV
LUMO = -0.29 eV
DFT total energy = -86045.0197 eV

Structure (ORCA input):
```
! wB97M-V def2-TZVPD RIJCOSX def2/J DEFGRID3
* xyz 0 1
C 4.332 -3.990 0.420
C 3.200 -3.134 0.963
O 1.949 -3.535 0.362
Si 0.731 -2.410 0.549
O 0.413 -1.601 -0.886
Si 0.767 0.017 -1.045
C 0.202 1.078 0.402
N 0.274 2.516 0.086
C 2.674 0.322 -1.182
O 3.290 0.651 -0.186
C 3.481 0.203 -2.521
F 2.856 0.825 -3.535
F 4.658 0.835 -2.326
C 3.813 -1.279 -2.859
F 3.698 -2.018 -1.741
F 5.095 -1.367 -3.265
C 2.924 -1.902 -3.973
F 1.669 -1.438 -3.923
F 2.869 -3.238 -3.728
C 3.561 -1.723 -5.370
O 3.357 -0.767 -6.057
O 4.415 -2.720 -5.709
H 5.171 -3.349 0.184
H 3.993 -4.411 -0.518
H 4.611 -4.788 1.091
H 3.165 -3.213 2.046
H 3.387 -2.095 0.714
H -0.486 -3.116 0.944
H 1.118 -1.494 1.640
H 0.075 0.490 -2.258
H 0.893 0.901 1.220
H -0.804 0.831 0.714
H -0.609 2.881 -0.236
H 1.010 2.721 -0.572
H 3.926 -3.513 -5.946
C 1.923 5.726 3.151
C 0.901 4.669 2.772
O -0.082 5.186 1.878
H 1.434 6.582 3.617
H 2.662 5.324 3.845
H 2.446 6.091 2.264
H 0.368 4.319 3.655
H 1.387 3.809 2.303
H 0.371 5.480 1.084
C 8.796 0.639 -1.154
C 7.877 -0.511 -0.785
O 7.732 -0.631 0.629
H 9.778 0.499 -0.702
H 8.915 0.716 -2.236
H 8.397 1.585 -0.782
H 8.287 -1.455 -1.142
H 6.889 -0.374 -1.238
H 7.354 0.190 0.954
C -4.040 4.240 -0.226
C -4.022 2.879 0.442
O -2.700 2.559 0.864
H -3.388 4.244 -1.102
H -5.047 4.510 -0.544
H -3.665 5.001 0.456
H -4.354 2.104 -0.247
H -4.679 2.862 1.318
H -2.426 3.237 1.489
C -2.121 7.546 3.689
C -3.031 6.333 3.632
O -3.117 5.806 2.308
H -2.484 8.323 3.015
H -2.072 7.953 4.700
H -1.111 7.281 3.370
H -4.044 6.597 3.930
H -2.668 5.552 4.309
H -2.218 5.562 2.044
C -3.731 -4.623 3.188
C -3.422 -4.286 1.743
O -2.013 -4.187 1.507
H -3.310 -3.867 3.852
H -4.808 -4.680 3.353
H -3.288 -5.583 3.465
H -3.848 -3.320 1.475
H -3.844 -5.044 1.076
H -1.621 -5.038 1.726
C 3.426 -7.367 -2.121
C 3.820 -8.592 -1.317
O 3.848 -8.317 0.081
H 4.120 -6.549 -1.929
H 3.424 -7.582 -3.191
H 2.430 -7.022 -1.835
H 4.820 -8.925 -1.588
H 3.123 -9.416 -1.509
H 2.969 -8.032 0.341
C -5.909 7.998 -1.466
C -5.672 7.457 -2.865
O -5.573 6.035 -2.866
H -5.104 7.691 -0.798
H -5.965 9.088 -1.471
H -6.843 7.607 -1.055
H -4.732 7.833 -3.265
H -6.479 7.766 -3.538
H -6.400 5.685 -2.526
C -7.182 -5.281 -0.052
C -6.727 -6.347 0.927
O -6.923 -5.941 2.280
H -6.644 -4.349 0.125
H -7.010 -5.594 -1.082
H -8.247 -5.072 0.073
H -5.661 -6.540 0.813
H -7.264 -7.285 0.749
H -7.862 -5.780 2.404
*
```

8.
C54H48BrCl2IN3O7PSr as an isolated structure in a non-equilibrium geometry. Source: the Open Molecules 2025 dataset; level of theory: wB97M-V/def2-TZVPD.

Properties
Orbital gap = 5.37 eV
HOMO = -1.62 eV
LUMO = 3.75 eV
Energy above the lowest of the compared OMol25 structures with the same formula, charge and spin = 0.967 eV
DFT total energy = -188901.9073 eV

Structure (ORCA input):
```
! wB97M-V def2-TZVPD RIJCOSX def2/J DEFGRID3
* xyz -2 1
Sr 0.977 0.036 0.819
O 3.036 0.175 -5.034
C 2.367 -0.079 -3.869
C 1.203 0.595 -3.534
C 0.590 0.275 -2.335
N 1.092 -0.674 -1.536
C 2.249 -1.290 -1.831
C 2.914 -1.027 -3.016
C 2.871 -2.198 -0.727
O 3.553 -3.148 -1.119
O 2.628 -1.791 0.447
C -0.666 1.073 -1.838
O -1.349 1.590 -2.721
O -0.796 1.128 -0.578
H 2.570 0.877 -5.498
H 0.757 1.354 -4.168
H 3.836 -1.538 -3.253
I -3.602 -0.045 -0.429
C -4.899 -1.643 -0.718
C -6.116 -1.477 -0.112
C -7.169 -2.406 -0.251
C -6.980 -3.495 -1.041
C -5.732 -3.710 -1.684
C -5.616 -4.870 -2.493
C -4.449 -5.168 -3.121
C -3.342 -4.319 -2.924
C -3.380 -3.191 -2.146
P -1.721 -2.335 -1.892
C -1.135 -2.178 -3.621
C -2.012 -1.684 -4.591
C -1.568 -1.391 -5.870
C -0.230 -1.567 -6.207
C 0.656 -2.026 -5.244
C 0.209 -2.330 -3.962
C -0.696 -3.678 -1.197
C -0.441 -3.561 0.167
C 0.333 -4.504 0.834
C 0.869 -5.572 0.138
C 0.627 -5.702 -1.227
C -0.147 -4.763 -1.887
C -4.635 -2.814 -1.517
H -6.285 -0.595 0.493
H -8.110 -2.232 0.257
H -7.763 -4.229 -1.196
H -6.490 -5.506 -2.589
H -4.356 -6.051 -3.741
H -2.412 -4.587 -3.408
H -3.053 -1.518 -4.337
H -2.270 -1.010 -6.602
H 0.118 -1.334 -7.206
H 1.708 -2.140 -5.478
H 0.926 -2.660 -3.219
H -0.857 -2.733 0.730
H 0.537 -4.364 1.888
H 1.504 -6.286 0.648
H 1.070 -6.521 -1.781
H -0.293 -4.860 -2.955
Br -3.984 -3.738 1.655
C -2.867 -3.427 3.177
C -3.186 -4.090 4.354
C -2.359 -3.857 5.440
C -1.276 -3.004 5.298
C -1.059 -2.394 4.069
N -1.861 -2.608 3.018
C 0.132 -1.437 3.915
O 0.874 -1.343 4.899
O 0.238 -0.836 2.814
H -4.042 -4.747 4.398
H -2.559 -4.342 6.389
H -0.584 -2.780 6.097
Cl -3.517 1.950 5.591
C -2.699 2.615 4.119
Cl -2.150 1.379 3.036
H -1.843 3.181 4.464
H -3.430 3.242 3.627
C -0.143 6.112 3.690
C 0.452 4.725 3.695
C 0.446 3.973 4.864
C 0.968 2.671 4.849
C 0.980 1.847 6.112
C 1.515 2.166 3.686
C 1.560 2.900 2.465
C 0.975 4.195 2.522
N 2.126 2.295 1.379
C 2.787 3.090 0.355
C 1.852 3.711 -0.716
C 2.648 4.424 -1.817
C 3.558 3.416 -2.524
C 4.515 2.790 -1.506
C 5.382 3.894 -0.893
C 4.482 4.910 -0.180
C 3.509 5.527 -1.192
C 3.685 4.205 0.926
C 3.709 2.108 -0.398
H -0.404 6.430 4.703
H -1.052 6.172 3.083
H 0.556 6.847 3.281
H 0.040 4.388 5.784
H 1.922 1.980 6.656
H 0.875 0.784 5.893
H 0.172 2.153 6.784
H 1.930 1.163 3.697
H 0.917 4.795 1.624
H 1.148 4.406 -0.258
H 1.245 2.911 -1.153
H 1.955 4.860 -2.543
H 4.128 3.910 -3.322
H 2.949 2.634 -2.989
H 5.148 2.050 -2.004
H 5.968 4.388 -1.678
H 6.091 3.463 -0.177
H 5.100 5.699 0.262
H 4.062 6.064 -1.974
H 2.867 6.259 -0.687
H 3.092 4.934 1.480
H 4.367 3.742 1.649
H 4.364 1.631 0.337
H 3.096 1.309 -0.842
*
```

9.
One molecule with the formula C4H11NO2 in a non-equilibrium geometry. Source: the Open Molecules 2025 dataset; level of theory: wB97M-V/def2-TZVPD.

Properties
Orbital gap = 6.82 eV
HOMO = -6.20 eV
LUMO = 0.62 eV
Energy above the lowest of the compared OMol25 structures with the same formula, charge and spin = 3.907 eV
DFT total energy = -9908.3353 eV

Structure (ORCA input):
```
! wB97M-V def2-TZVPD RIJCOSX def2/J DEFGRID3
* xyz 0 1
C -0.049 -0.573 0.536
C 1.212 0.089 1.072
C -1.266 -0.316 -1.703
C 1.133 1.540 0.653
N 0.012 -0.224 -0.983
O -1.170 0.002 1.084
O -0.109 -1.960 0.624
H -0.877 0.937 1.278
H -0.871 -2.177 1.175
H 0.697 -0.853 -1.392
H 2.065 -0.469 0.646
H 1.230 -0.089 2.155
H -1.675 -1.323 -1.619
H -1.107 -0.076 -2.753
H -1.964 0.388 -1.259
H 0.227 2.065 0.372
H 1.952 2.183 0.939
H 0.561 0.855 -0.823
*
```

10.
One molecule with the formula C7H12Si in a non-equilibrium geometry. Source: the Open Molecules 2025 dataset; level of theory: wB97M-V/def2-TZVPD.

Properties
Orbital gap = 8.87 eV
HOMO = -8.05 eV
LUMO = 0.82 eV
Energy above the lowest of the compared OMol25 structures with the same formula, charge and spin = 3.992 eV
DFT total energy = -15326.5117 eV
SMILES = C=C1C=C1[Si](C)(C)C

Structure (ORCA input):
```
! wB97M-V def2-TZVPD RIJCOSX def2/J DEFGRID3
* xyz 0 1
C 2.407 -2.016 -0.283
C 2.537 -0.848 0.259
C 2.293 0.477 0.786
C 1.135 0.357 0.207
Si -0.721 0.391 0.093
C -0.898 -0.598 -1.649
C -1.226 2.155 -0.213
C -1.481 -0.210 1.718
H 1.653 -2.370 -0.860
H 3.320 -2.713 -0.224
H 3.085 1.259 1.171
H -0.077 -1.063 -2.155
H -1.593 -1.488 -1.534
H -1.429 0.102 -2.427
H -2.150 2.322 -0.830
H -1.266 2.713 0.668
H -0.541 2.534 -0.960
H -2.519 0.072 1.718
H -1.609 -1.296 1.929
H -0.917 0.221 2.584
*
```

11.
A 2-piece molecular cluster, C3H9N2O overall in a non-equilibrium geometry. Source: the Open Molecules 2025 dataset; level of theory: wB97M-V/def2-TZVPD.

Properties
Orbital gap = 10.93 eV
HOMO = -14.83 eV
LUMO = -3.90 eV
Energy above the lowest of the compared OMol25 structures with the same formula, charge and spin = 1.883 eV
DFT total energy = -8277.1912 eV

Structure (ORCA input):
```
! wB97M-V def2-TZVPD RIJCOSX def2/J DEFGRID3
* xyz 1 1
C 2.510 0.550 -0.036
C -2.312 0.269 -0.517
C -0.373 -0.909 0.316
N 1.283 0.714 0.233
N -1.477 -0.284 0.516
O 3.077 -0.609 -0.194
H 3.224 1.369 -0.162
H -3.178 -0.380 -0.680
H -2.685 1.250 -0.214
H -1.757 0.360 -1.450
H 0.144 -1.365 1.145
H -0.084 -1.147 -0.696
H 0.959 1.665 0.342
H 2.475 -1.358 -0.066
H -1.807 -0.127 1.465
*
```

DFT total energy of number 2 (C17H15ClN2O3)? -39506.0985 eV

Which value of DFT total energy does entry 9 give? -9908.3353 eV

Look up the DFT total energy of the sixth one. -8521.9057 eV

Among the records above, which one has the highest DFT total energy? C3H9N2O